104
Properties=species:S:1:pos:R:3:mulliken_charge:R:1 method="wB97M-V/def2-TZVPD" energy_ev=-201892.2280 spin_multiplicity=1 de_lowest_ev=3.5461 charge=+1 homo_energy_ev=-10.418 molar_mass_g_mol=1301.325
Ir -0.811 -0.287 1.468 2.864
S -1.100 1.686 2.935 -0.407
C -1.492 2.976 1.830 1.331
C -1.123 4.279 2.173 -0.727
C -1.528 5.349 1.402 -0.630
C -2.394 5.146 0.334 -1.073
C -2.765 3.854 -0.013 -0.307
C -2.267 2.759 0.678 -0.581
As -2.653 0.929 0.143 0.326
C -4.495 0.952 0.781 1.016
C -4.708 0.771 2.142 -0.172
C -5.968 0.961 2.679 -0.961
C -7.015 1.346 1.857 -0.600
C -6.806 1.531 0.502 -0.885
C -5.549 1.332 -0.044 -0.349
C -2.918 0.972 -1.808 0.912
C -3.519 -0.173 -2.336 -0.342
C -3.756 -0.290 -3.694 -0.679
C -3.402 0.745 -4.545 -0.845
C -2.781 1.872 -4.034 -0.892
C -2.526 1.985 -2.676 -0.554
H -0.524 4.441 3.056 0.521
H -1.188 6.345 1.647 0.426
H -2.770 5.989 -0.227 0.431
H -3.463 3.691 -0.828 0.534
H -3.881 0.485 2.786 0.297
H -6.132 0.824 3.738 0.477
H -7.993 1.515 2.279 0.423
H -7.622 1.847 -0.133 0.459
H -5.392 1.474 -1.108 0.381
H -3.803 -0.974 -1.658 0.083
H -4.208 -1.188 -4.091 0.462
H -3.616 0.674 -5.601 0.396
H -2.494 2.678 -4.692 0.487
H -2.031 2.875 -2.310 0.204
Cl -4.639 -2.551 0.396 -0.093
C -3.833 -3.285 1.831 0.737
Cl -5.092 -3.758 3.012 -0.079
Cl -2.883 -4.702 1.321 -0.083
C -2.953 -2.297 2.366 0.007
N -2.244 -1.420 2.636 -0.623
C 3.668 2.050 3.121 -1.386
C 3.276 0.629 3.376 0.698
C 4.058 -0.414 2.888 -0.387
C 3.720 -1.730 3.150 -0.729
C 2.583 -1.997 3.886 0.082
C 1.769 -0.981 4.348 -0.843
C 2.125 0.332 4.101 -0.278
S 2.210 -3.683 4.356 1.282
O 3.422 -4.440 4.387 -0.675
O 1.345 -3.654 5.492 -0.720
N 1.292 -4.296 3.097 -0.211
C 1.961 -4.699 1.886 -0.303
C 1.110 -4.405 0.652 -1.158
C 0.897 -2.885 0.583 -0.260
O 1.635 -2.225 -0.161 0.051
O 0.001 -2.426 1.329 -0.517
H 4.744 2.135 2.991 0.422
H 3.362 2.686 3.947 0.398
H 3.183 2.407 2.211 0.164
H 4.955 -0.190 2.330 0.405
H 4.353 -2.550 2.847 0.556
H 0.904 -1.232 4.939 0.562
H 1.518 1.133 4.490 0.327
H 0.449 -3.758 2.953 0.165
H 2.170 -5.773 1.944 0.350
H 2.928 -4.189 1.813 0.176
H 0.142 -4.900 0.739 0.121
H 1.621 -4.733 -0.252 0.407
S 1.339 0.629 0.802 -0.171
Sb 2.065 0.074 -1.369 1.623
C 1.818 2.142 -2.005 0.308
C 0.629 2.724 -1.581 0.560
C 0.413 4.080 -1.741 -0.535
C 1.400 4.874 -2.300 -0.950
C 2.573 4.296 -2.749 -0.828
C 2.781 2.933 -2.610 -0.551
C 0.789 -1.177 -2.565 0.656
C 1.319 -1.824 -3.667 -0.610
C 0.569 -2.795 -4.312 -0.805
C -0.695 -3.120 -3.847 -0.901
C -1.216 -2.466 -2.742 -0.942
C -0.474 -1.490 -2.104 0.615
C 4.089 -0.654 -1.586 0.668
C 5.076 0.153 -2.126 -0.748
C 6.325 -0.384 -2.398 -0.663
C 6.592 -1.711 -2.111 -0.579
C 5.612 -2.502 -1.537 -0.662
C 4.356 -1.977 -1.280 -0.576
H -0.137 2.109 -1.110 -0.026
H -0.512 4.524 -1.402 0.331
H 1.254 5.939 -2.381 0.433
H 3.343 4.905 -3.197 0.425
H 3.696 2.507 -2.989 0.412
H 2.316 -1.588 -4.013 0.533
H 0.992 -3.320 -5.156 0.448
H -1.269 -3.894 -4.334 0.466
H -2.185 -2.739 -2.353 0.547
H -0.862 -1.005 -1.209 -0.205
H 4.894 1.196 -2.332 0.233
H 7.083 0.239 -2.847 0.425
H 7.564 -2.125 -2.331 0.396
H 5.818 -3.535 -1.303 0.476
H 3.587 -2.592 -0.843 0.608